1.
Below is the molecule C22H20N6S, with properties calculated with ωB97M-V/def2-TZVPD.

Calculated values
- Strongest force on any atom: 0.01689 Eh/bohr
- Calculated total energy: -1577.1159 a.u.
- Molecular weight: 400.51 g/mol
- HOMO-LUMO gap: 7.62 eV
- HOMO energy: -8.082 eV

```
! wB97M-V def2-TZVPD RIJCOSX def2/J DEFGRID3
* xyz 0 1
C -0.70779 -2.26759 -3.85598
C -0.19822 -1.61264 -5.13550
C -0.95974 -0.33376 -5.49409
N -0.71713 0.72400 -4.54580
C -0.02030 1.83741 -4.81440
S 0.47220 2.27362 -6.33133
N 0.23322 2.70600 -3.78609
C 0.18171 2.50536 -2.41372
C -0.03430 3.64238 -1.59552
C -0.11855 3.53428 -0.23905
C 0.00799 2.27212 0.37717
N -0.17532 2.13570 1.70170
C -0.01647 0.94631 2.22954
C -0.35503 0.76558 3.64546
C -0.04761 1.75227 4.58011
C -0.38093 1.53144 5.90411
C -1.01572 0.34700 6.24521
C -1.29802 -0.55952 5.23329
N -0.98118 -0.36315 3.96928
C 0.43301 -0.15825 1.43765
C 0.82972 -1.42227 2.06998
C 0.50706 -2.64272 1.48045
C 0.89701 -3.80589 2.11940
C 1.60164 -3.71081 3.30935
C 1.89292 -2.44518 3.79855
N 1.52162 -1.33025 3.20251
N 0.53628 -0.06148 0.13581
C 0.29189 1.13772 -0.43271
C 0.37393 1.27176 -1.82682
H -0.19012 -3.20854 -3.68667
H -1.77372 -2.47366 -3.93211
H -0.53976 -1.63554 -2.98664
H -0.30682 -2.31183 -5.96593
H 0.86280 -1.37599 -5.03538
H -2.03475 -0.53814 -5.52991
H -0.63653 0.03198 -6.47124
H -1.06325 0.58942 -3.60762
H 0.52366 3.62310 -4.09918
H -0.14048 4.60549 -2.07358
H -0.29515 4.39503 0.38632
H 0.44530 2.65524 4.25812
H -0.15116 2.26979 6.65910
H -1.29071 0.13363 7.26653
H -1.80770 -1.49165 5.44276
H -0.04100 -2.65857 0.55222
H 0.65745 -4.77149 1.69718
H 1.92280 -4.59290 3.84130
H 2.45556 -2.31472 4.71435
H 0.64970 0.39991 -2.39819
*
```

***

2.
Below is a structure of composition C3H3ClOS in a non-equilibrium geometry, with properties calculated with ωB97M-V/def2-TZVPD.

Calculated values
- Strongest force on any atom: 0.05904 Eh/bohr
- Calculated total energy: -1049.5360 a.u.
- Molecular weight: 122.58 g/mol
- HOMO-LUMO gap (alpha / beta): 7.59 / 7.57 eV
- HOMO energy (alpha / beta): -8.747 / -8.726 eV
- ΔE to the lowest compared entry with this formula, charge and spin: 468.4 kJ/mol

```
! wB97M-V def2-TZVPD RIJCOSX def2/J DEFGRID3
* xyz 0 1
C 1.33670 0.64237 0.64787
C 1.77645 -0.48849 -0.21363
C 0.52111 -0.46948 0.09628
O -4.16123 -0.32892 -1.19879
S -3.45069 0.28693 -0.07028
Cl -1.01391 -1.02448 -0.37400
H 1.43227 0.75472 1.68879
H 0.99257 1.49962 0.20566
H 2.56673 -0.87228 -0.78190
*
```

***

3.
Below is the molecule C4H10N2O2S in a non-equilibrium geometry, with properties calculated with ωB97M-V/def2-TZVPD.

Calculated values
- Strongest force on any atom: 0.07601 Eh/bohr
- Calculated total energy: -816.5434 a.u.
- Molecular weight: 150.20 g/mol
- HOMO-LUMO gap: 8.31 eV
- HOMO energy: -8.048 eV
- ΔE to the lowest compared entry with this formula, charge and spin: 58.0 kJ/mol

```
! wB97M-V def2-TZVPD RIJCOSX def2/J DEFGRID3
* xyz 0 1
C 0.54289 -0.80225 0.24905
C 0.43892 1.63927 0.78164
C -0.30699 0.69916 -1.48044
C -0.01539 0.44566 0.00416
N 1.23031 -1.17059 1.37850
N 0.33723 -1.81226 -0.67256
O -2.61647 1.11281 0.46014
O -2.27957 -1.21244 -0.18961
S -1.99810 -0.17759 0.79088
H -0.38051 2.03654 1.43800
H 0.59417 2.49669 0.12490
H 1.43670 1.43882 1.29602
H -0.79546 1.74097 -1.48874
H -0.84705 -0.07015 -1.98500
H 0.69490 0.79464 -1.98959
H 2.03624 -0.48283 1.56536
H 1.62350 -2.18202 1.40495
H -0.49831 -1.68285 -1.20618
H 0.80298 -2.81158 -0.48149
*
```

***

4.
Below is the ion C4H7N2 with charge +1 in a non-equilibrium geometry, with properties calculated with ωB97M-V/def2-TZVPD.

Calculated values
- Strongest force on any atom: 0.07666 Eh/bohr
- Calculated total energy: -265.7568 a.u.
- Molecular weight: 83.11 g/mol
- HOMO-LUMO gap: 8.17 eV
- HOMO energy: -15.266 eV
- ΔE to the lowest compared entry with this formula, charge and spin: 398.2 kJ/mol

```
! wB97M-V def2-TZVPD RIJCOSX def2/J DEFGRID3
* xyz 1 1
C 2.06379 -0.23901 -0.00233
C 0.57260 -0.14404 0.01941
N -0.16027 -0.91953 -0.76847
C -1.53659 -0.58145 -0.44012
N -1.51946 0.63056 0.40428
C -0.18756 0.88481 0.65965
H 2.57293 0.06115 0.90456
H 1.77331 0.59935 -0.72654
H 2.46309 -1.05347 -0.62088
H -2.09018 -0.38907 -1.34617
H -1.95284 -1.46051 0.11084
H -2.15748 0.68292 1.20012
H 0.15867 1.92831 0.60567
*
```

***

> Which of these has the lowest strongest force on any atom?

C22H20N6S

***

> What is the formula in the fourth record?

C4H7N2